Formula: C32H26N9O8P2SeZr
Source: OMol25
Level of theory: the ωB97M-V functional and the def2-TZVPD basis

```
79
Properties=species:S:1:pos:R:3
Zr 2.58 -0.46 1.17
O 2.78 -3.07 1.19
P 3.81 -2.72 2.43
O 4.78 -3.76 2.68
O 4.18 -1.28 2.04
O 2.77 -2.53 3.68
P 1.62 -1.40 3.69
O 2.51 0.00 3.74
O 0.72 -1.48 4.83
O 1.12 -1.34 2.25
H 2.57 -4.01 1.20
H 2.52 0.30 4.66
C -10.98 0.78 -1.20
O -10.15 1.74 -0.56
C -8.84 1.48 -0.46
C -8.06 2.49 0.12
C -6.70 2.31 0.29
C -6.08 1.12 -0.13
C -6.86 0.14 -0.73
C -8.22 0.31 -0.90
C -4.65 0.90 0.04
N -3.96 -0.05 -0.54
C -2.67 0.12 -0.12
C -2.58 1.21 0.73
N -3.85 1.69 0.83
C -1.35 1.62 1.33
C -1.22 2.67 2.25
C 0.02 2.98 2.74
C 1.12 2.23 2.32
N 1.02 1.22 1.47
C -0.19 0.90 0.96
C -0.28 -0.22 0.05
N 0.87 -0.87 -0.26
C 0.82 -1.94 -1.04
C -0.38 -2.42 -1.58
C -1.55 -1.76 -1.30
C -1.52 -0.63 -0.47
H -11.97 1.22 -1.22
H -11.01 -0.16 -0.64
H -10.64 0.59 -2.22
H -8.54 3.41 0.42
H -6.13 3.12 0.72
H -6.39 -0.77 -1.06
H -8.80 -0.47 -1.36
H -4.16 2.47 1.38
H -2.09 3.22 2.58
H 0.16 3.78 3.45
H 2.11 2.45 2.68
H 1.76 -2.42 -1.28
H -0.36 -3.30 -2.20
H -2.50 -2.08 -1.69
N 6.12 1.92 1.89
C 5.10 1.27 2.45
N 4.06 1.33 1.63
C 4.55 2.02 0.54
N 5.79 2.39 0.68
C 3.73 2.27 -0.64
C 4.20 3.06 -1.69
N 3.49 3.22 -2.79
C 2.31 2.60 -2.84
C 1.83 1.85 -1.78
N 2.54 1.67 -0.68
H 7.06 2.04 2.24
H 5.12 0.80 3.42
H 5.16 3.56 -1.62
H 1.75 2.72 -3.76
H 0.86 1.38 -1.82
Se 4.02 -0.82 -1.00
C 4.55 -2.43 -1.96
C 4.91 -2.25 -3.29
C 5.31 -3.34 -4.05
C 5.34 -4.61 -3.49
C 4.98 -4.78 -2.16
C 4.59 -3.69 -1.39
H 4.87 -1.25 -3.70
H 5.59 -3.19 -5.08
H 5.66 -5.45 -4.08
H 5.01 -5.77 -1.71
H 4.36 -3.83 -0.34
```

Properties
**Charge**: +1
**Relative energy (zero: lowest compared OMol25 entry of this formula, charge and spin)**: 51.6 kcal per mole
**HOMO-LUMO gap**: 0.2320 Eh
**HOMO energy**: -9.90 eV

Results of the Mulliken charge analysis, in e, for atoms 1 through 2: atom 1 (Zr): -0.52, atom 2 (O): -0.28

---

Formula: C32H27BrCsN7S
Source: OMol25
Level of theory: the ωB97M-V functional and the def2-TZVPD basis

```
69
Properties=species:S:1:pos:R:3
Cs -0.83 0.49 0.52
Br 5.70 5.76 -0.16
C 3.86 5.30 -0.11
C 2.94 6.20 0.39
C 1.60 5.85 0.44
C 1.17 4.60 -0.02
C 2.13 3.70 -0.49
C 3.46 4.04 -0.55
N -0.16 4.16 0.03
C -1.12 4.96 -0.12
C -2.54 4.55 0.01
C -3.52 5.52 0.04
C -4.85 5.14 0.18
C -5.14 3.79 0.26
C -4.08 2.88 0.20
N -2.81 3.24 0.08
H 3.27 7.16 0.76
H 0.88 6.54 0.87
H 1.80 2.72 -0.81
H 4.19 3.35 -0.94
H -0.96 6.02 -0.35
H -3.24 6.57 -0.04
H -5.63 5.89 0.22
H -6.15 3.44 0.36
H -4.28 1.82 0.24
N -0.05 -2.00 -0.32
C -0.20 -3.20 0.05
C -1.55 -3.76 0.48
C -2.21 -4.69 -0.32
C -3.48 -5.14 0.01
C -4.11 -4.67 1.16
C -3.45 -3.76 1.98
C -2.19 -3.31 1.63
C 0.92 -4.23 0.07
C 2.02 -4.07 -0.77
C 3.05 -5.00 -0.79
C 3.01 -6.11 0.05
C 1.93 -6.27 0.91
C 0.89 -5.35 0.91
H -1.71 -5.07 -1.21
H -3.99 -5.86 -0.62
H -5.10 -5.02 1.42
H -3.93 -3.40 2.88
H -1.67 -2.60 2.27
H 2.03 -3.20 -1.42
H 3.89 -4.87 -1.47
H 3.81 -6.83 0.04
H 1.89 -7.13 1.57
H 0.05 -5.49 1.58
N 7.77 0.53 -0.13
C 6.64 0.49 0.09
C 5.23 0.44 0.37
C 4.38 -0.31 -0.43
C 3.02 -0.31 -0.12
N 2.51 0.38 0.89
C 3.34 1.09 1.66
C 4.70 1.15 1.44
H 4.76 -0.88 -1.26
H 2.31 -0.90 -0.70
H 2.89 1.63 2.49
H 5.35 1.74 2.09
N -2.68 -1.73 -2.11
C -3.70 -0.95 -1.77
N -4.31 -0.27 -2.77
S -4.19 -0.79 -0.17
H -2.32 -1.76 -3.05
H -2.11 -2.13 -1.37
H -4.03 -0.35 -3.73
H -5.11 0.29 -2.53
```

Properties
**Charge**: 0
**Relative energy (zero: lowest compared OMol25 entry of this formula, charge and spin)**: 0.0 kcal per mole
**HOMO-LUMO gap**: 0.1994 Eh
**HOMO energy**: -6.06 eV

Results of the Mulliken charge analysis, in e, for atoms 1 through 2: atom 1 (Cs): 1.01, atom 2 (Br): -0.19

---

Formula: C32H27Cl3N4O3PSe2Ti
Source: OMol25
Level of theory: the ωB97M-V functional and the def2-TZVPD basis

```
73
Properties=species:S:1:pos:R:3
Ti 0.60 1.23 -0.41
Se -0.68 0.65 3.48
P -0.83 -1.20 2.27
Se 0.30 -1.39 0.46
C -2.63 -1.35 1.99
C -3.14 -1.53 0.71
C -4.51 -1.66 0.53
C -5.37 -1.59 1.62
C -4.85 -1.42 2.90
C -3.49 -1.30 3.09
C -0.46 -2.59 3.37
C -1.02 -3.83 3.08
C -0.71 -4.93 3.87
C 0.17 -4.79 4.93
C 0.73 -3.55 5.21
C 0.42 -2.44 4.43
H -2.45 -1.56 -0.13
H -4.91 -1.81 -0.47
H -6.44 -1.69 1.47
H -5.52 -1.38 3.75
H -3.08 -1.18 4.08
H -1.70 -3.94 2.24
H -1.15 -5.89 3.64
H 0.42 -5.64 5.55
H 1.42 -3.43 6.04
H 0.87 -1.48 4.69
C -3.74 2.24 0.91
N -2.55 3.08 0.73
C -2.62 4.34 1.02
C -1.60 5.34 1.11
C -0.36 5.26 1.60
N -0.50 2.99 -0.63
C -1.36 2.38 0.03
O -1.37 1.11 0.26
N 3.93 3.65 2.06
H -4.62 2.86 0.98
H -3.62 1.64 1.82
H -3.81 1.55 0.08
H -3.62 4.69 1.24
H -1.94 6.33 0.85
H 0.25 6.16 1.62
H 0.76 0.45 3.81
N 0.72 0.27 -1.95
C 1.14 -0.35 -2.96
C 0.17 -0.69 -4.05
C 0.24 -1.89 -4.75
C -0.72 -2.19 -5.71
C -1.74 -1.29 -5.99
C -1.81 -0.10 -5.29
C -0.87 0.20 -4.32
C 2.58 -0.72 -3.12
C 3.39 -0.86 -2.00
C 4.74 -1.12 -2.14
C 5.30 -1.23 -3.40
C 4.51 -1.07 -4.53
C 3.15 -0.82 -4.39
H 1.04 -2.59 -4.54
H -0.66 -3.13 -6.25
H -2.48 -1.53 -6.74
H -2.60 0.61 -5.50
H -0.91 1.13 -3.76
H 2.97 -0.74 -1.01
H 5.36 -1.20 -1.25
H 6.36 -1.42 -3.51
H 4.95 -1.14 -5.52
H 2.54 -0.67 -5.27
Cl 2.21 2.73 -1.56
C 3.63 2.63 1.64
Cl 2.04 0.65 5.49
Cl 0.38 3.93 2.31
C 3.28 1.29 1.08
O 4.15 0.51 0.84
O 2.00 1.14 0.88
```

Properties
**Charge**: -1
**Relative energy (zero: lowest compared OMol25 entry of this formula, charge and spin)**: 6.1 kcal per mole
**HOMO-LUMO gap**: 0.2168 Eh
**HOMO energy**: -5.16 eV

Results of the Mulliken charge analysis, in e, for atoms 1 through 2: atom 1 (Ti): -0.45, atom 2 (Se): -0.01

---

Formula: C32H27F4N4S2Zr
Source: OMol25
Level of theory: the ωB97M-V functional and the def2-TZVPD basis

```
70
Properties=species:S:1:pos:R:3
Zr 0.19 0.14 -0.19
C 1.17 1.50 -3.28
C 1.80 2.11 -2.03
N 1.97 1.13 -0.89
C 2.87 -0.02 -1.26
C 2.09 -1.34 -1.39
C 2.46 1.87 0.33
C 2.47 0.96 1.56
N 1.30 0.06 1.49
C 1.10 -0.99 2.40
C 0.08 -1.88 2.09
F -0.60 -1.58 0.87
C -0.27 -2.98 2.83
F -1.25 -3.76 2.41
C 0.43 -3.23 3.99
C 1.45 -2.37 4.34
F 2.14 -2.58 5.45
C 1.79 -1.26 3.57
F 2.77 -0.45 3.97
H 1.11 2.28 -4.04
H 0.15 1.14 -3.12
H 1.77 0.70 -3.71
H 1.19 2.93 -1.67
H 2.78 2.51 -2.28
H 3.64 -0.13 -0.51
H 3.37 0.20 -2.20
H 1.73 -1.71 -0.42
H 2.75 -2.13 -1.74
H 1.29 -1.28 -2.14
H 1.77 2.71 0.49
H 3.45 2.28 0.15
H 2.45 1.58 2.46
H 3.39 0.37 1.61
H 0.19 -4.09 4.60
S -0.45 4.05 4.14
C -0.99 5.30 5.16
C -2.12 5.89 4.69
C -2.56 5.32 3.47
C -1.76 4.29 3.04
C -1.91 3.48 1.85
C -1.01 2.45 1.55
N -1.12 1.67 0.47
C -2.18 1.82 -0.39
C -3.10 2.85 -0.20
C -4.18 3.00 -1.13
C -4.33 2.14 -2.16
C -3.41 1.05 -2.35
C -3.55 0.11 -3.39
C -2.67 -0.95 -3.54
C -1.66 -1.04 -2.58
N -1.47 -0.16 -1.59
C -2.35 0.89 -1.47
C -2.79 -1.93 -4.61
C -3.73 -1.97 -5.61
C -3.54 -3.04 -6.50
C -2.47 -3.81 -6.17
S -1.69 -3.25 -4.76
C -2.94 3.67 0.93
H -0.44 5.53 6.06
H -2.62 6.71 5.19
H -3.44 5.66 2.95
H -0.18 2.25 2.21
H -4.88 3.81 -0.99
H -5.15 2.25 -2.86
H -4.38 0.23 -4.08
H -0.97 -1.88 -2.61
H -4.53 -1.25 -5.72
H -4.17 -3.24 -7.36
H -2.10 -4.69 -6.67
H -3.66 4.47 1.08
```

Properties
**Charge**: +3
**HOMO-LUMO gap**: 0.1968 Eh
**HOMO energy**: -15.49 eV

Results of the Mulliken charge analysis, in e, for atoms 1 through 2: atom 1 (Zr): 0.76, atom 2 (C): -1.08

---

Formula: C32H27IrN6O
Source: OMol25
Level of theory: the ωB97M-V functional and the def2-TZVPD basis

```
67
Properties=species:S:1:pos:R:3
Ir 0.02 -0.58 -0.01
C -0.32 -3.05 3.92
C -1.58 -2.76 4.45
C -2.40 -1.90 3.78
C -1.94 -1.28 2.58
N -0.74 -1.63 2.04
C 0.03 -2.48 2.71
N -2.73 -0.36 2.06
C -2.60 0.52 1.10
N -1.48 0.82 0.36
C -1.80 1.85 -0.50
N -0.97 2.43 -1.33
C 0.07 1.97 -2.00
C 0.84 2.92 -2.72
C 1.95 2.50 -3.41
C 2.26 1.14 -3.44
C 1.44 0.26 -2.76
N 0.39 0.64 -2.04
C -3.15 2.25 -0.28
C -3.96 3.23 -0.86
C -5.26 3.33 -0.42
C -5.77 2.49 0.57
C -4.98 1.52 1.16
C -3.67 1.40 0.73
H 0.36 -3.71 4.43
H -1.90 -3.21 5.38
H -3.39 -1.65 4.11
H 0.97 -2.73 2.24
H 0.51 3.94 -2.71
H 2.57 3.21 -3.93
H 3.12 0.77 -3.98
H 1.61 -0.81 -2.79
H -3.56 3.88 -1.62
H -5.91 4.07 -0.86
H -6.79 2.60 0.89
H -5.37 0.86 1.92
C -3.84 -2.15 -1.24
C -3.66 -3.48 -0.87
C -2.38 -3.95 -0.66
C -1.30 -3.07 -0.73
N -1.52 -1.74 -0.92
C -2.74 -1.32 -1.23
C 0.12 -3.42 -0.64
C 0.64 -4.71 -0.77
C 2.00 -4.90 -0.78
C 2.86 -3.82 -0.65
C 2.36 -2.54 -0.51
C 0.99 -2.33 -0.49
H -4.81 -1.76 -1.51
H -4.51 -4.15 -0.78
H -2.22 -4.98 -0.42
H -2.84 -0.28 -1.51
H -0.02 -5.55 -0.89
H 2.41 -5.89 -0.88
H 3.93 -3.97 -0.66
H 3.04 -1.71 -0.39
C 2.43 2.41 0.84
C 2.04 1.16 1.65
C 3.24 0.65 2.46
O 1.61 0.16 0.81
H 2.84 3.16 1.51
H 1.56 2.81 0.34
H 3.18 2.14 0.09
H 1.22 1.45 2.34
H 4.03 0.32 1.79
H 2.93 -0.20 3.08
H 3.62 1.44 3.10
```

Properties
**⟨S²⟩**: 0.757
**Charge**: +1
**Relative energy (zero: lowest compared OMol25 entry of this formula, charge and spin)**: 60.3 kcal per mole
**HOMO-LUMO gap (spin up / spin down)**: 0.2415 / 0.2105 Eh
**HOMO energy (spin up / spin down)**: -10.63 / -10.62 eV
**2S+1**: 2

Results of the Mulliken charge analysis, in e, for atoms 1 through 2: atom 1 (Ir): 1.89, atom 2 (C): -1.00

---

Formula: C32H28BrCuN2O3S2
Source: OMol25
Level of theory: the ωB97M-V functional and the def2-TZVPD basis

```
69
Properties=species:S:1:pos:R:3
Cu -0.67 -0.15 1.17
Br 5.31 4.10 -1.47
C 4.26 2.79 -0.60
C 4.79 1.59 -0.30
C 4.00 0.60 0.47
C 2.57 0.93 0.40
O 1.79 -0.29 0.52
C 2.02 2.15 0.17
C 0.62 2.59 0.36
N -0.42 1.86 0.42
C -1.70 2.50 0.50
C -1.92 3.82 0.22
C -3.21 4.40 0.32
C -4.28 3.63 0.65
C -4.11 2.25 0.89
C -5.21 1.40 1.16
C -5.00 0.06 1.32
C -3.69 -0.43 1.22
N -2.64 0.33 1.00
C -2.83 1.67 0.82
C 2.93 3.15 -0.26
H 5.82 1.36 -0.53
H 4.35 0.59 1.52
H 0.54 3.67 0.44
H -1.11 4.46 -0.10
H -3.33 5.45 0.10
H -5.27 4.06 0.73
H -6.20 1.82 1.23
H -5.82 -0.62 1.51
H -3.50 -1.49 1.33
H 2.58 4.16 -0.41
O 0.42 -0.53 2.90
S 1.48 -1.47 3.41
C 0.93 -3.18 3.14
C -0.47 -3.45 3.69
C -1.59 -3.18 2.67
C -1.46 -4.10 1.44
S -1.19 -3.17 -0.11
O -0.22 -2.06 0.23
C -0.22 -4.39 -0.95
C -0.87 -5.41 -1.64
C -0.10 -6.38 -2.26
C 1.29 -6.31 -2.20
C 1.91 -5.28 -1.53
C 1.16 -4.30 -0.89
C 2.86 -1.57 2.29
C 4.03 -2.00 2.84
C 5.18 -2.16 1.97
C 5.17 -1.73 0.70
C 3.98 -0.99 0.15
C 2.76 -1.40 0.89
H 1.68 -3.76 3.67
H 1.02 -3.38 2.08
H -0.65 -2.86 4.59
H -0.52 -4.50 4.00
H -1.54 -2.13 2.38
H -2.55 -3.34 3.15
H -2.37 -4.68 1.25
H -0.63 -4.80 1.53
H -1.95 -5.44 -1.69
H -0.58 -7.19 -2.80
H 1.88 -7.07 -2.70
H 3.00 -5.22 -1.49
H 1.63 -3.48 -0.36
H 4.09 -2.29 3.88
H 6.07 -2.62 2.37
H 6.06 -1.81 0.08
H 3.89 -1.09 -0.93
H 1.35 -0.53 -0.32
```

Properties
**⟨S²⟩**: 0.803
**Charge**: +1
**HOMO-LUMO gap (spin up / spin down)**: 0.2123 / 0.2111 Eh
**HOMO energy (spin up / spin down)**: -9.15 / -9.23 eV
**2S+1**: 2

Results of the Mulliken charge analysis, in e, for atoms 1 through 2: atom 1 (Cu): 0.33, atom 2 (Br): -0.18

---

Formula: C32H28BrF2N5O2RhS
Source: OMol25
Level of theory: the ωB97M-V functional and the def2-TZVPD basis

```
72
Properties=species:S:1:pos:R:3
Rh -0.89 -0.37 -0.57
F -1.27 1.23 4.69
C -1.54 0.30 3.77
C -1.30 0.57 2.43
C -1.64 -0.37 1.46
C -2.19 -1.61 1.85
C -2.34 -1.86 3.21
F -2.75 -3.07 3.65
C -2.05 -0.92 4.18
C -2.60 -2.53 0.78
C -3.44 -3.63 0.97
C -3.81 -4.40 -0.11
C -3.36 -4.06 -1.38
C -2.55 -2.95 -1.50
N -2.16 -2.23 -0.45
H -0.86 1.52 2.16
H -2.20 -1.15 5.23
H -3.82 -3.87 1.95
H -4.45 -5.26 0.04
H -3.64 -4.64 -2.24
H -2.17 -2.62 -2.46
C 1.37 3.99 2.51
C 2.08 2.85 1.86
C 2.67 1.87 2.66
C 3.34 0.79 2.08
C 3.38 0.65 0.72
C 2.76 1.61 -0.10
N 2.59 1.40 -1.45
C 3.10 0.36 -2.21
C 4.48 0.17 -2.33
C 4.97 -0.80 -3.19
C 4.10 -1.60 -3.92
C 2.73 -1.45 -3.77
C 2.22 -0.48 -2.92
C 0.77 -0.47 -2.56
O 0.13 -1.54 -2.53
O 0.23 0.62 -2.21
C 2.18 2.76 0.48
C 1.71 3.90 -0.38
H 1.21 3.80 3.57
H 0.40 4.15 2.04
H 1.94 4.92 2.40
H 2.61 1.96 3.73
H 3.80 0.05 2.72
H 3.83 -0.23 0.28
H 1.66 1.67 -1.79
H 5.15 0.81 -1.77
H 6.04 -0.92 -3.31
H 4.49 -2.34 -4.60
H 2.03 -2.08 -4.30
H 1.86 3.70 -1.43
H 2.27 4.80 -0.11
H 0.66 4.12 -0.19
N 0.50 -3.80 1.52
C 0.67 -3.16 0.36
N 0.55 -3.79 -0.81
S 1.15 -1.53 0.41
H 0.29 -4.78 1.58
H 0.68 -3.28 2.37
H 0.25 -4.75 -0.86
H 0.53 -3.21 -1.64
Br -4.66 -0.07 -0.36
C -3.77 1.57 -0.71
C -4.52 2.74 -0.75
C -3.87 3.92 -1.02
C -2.49 3.89 -1.22
C -1.84 2.67 -1.16
N -2.47 1.52 -0.91
H -5.59 2.70 -0.59
H -4.41 4.85 -1.07
H -1.94 4.79 -1.44
H -0.78 2.60 -1.33
```

Properties
**⟨S²⟩**: 6.012
**Charge**: +1
**Relative energy (zero: lowest compared OMol25 entry of this formula, charge and spin)**: 2.6 kcal per mole
**HOMO-LUMO gap (spin up / spin down)**: 0.2508 / 0.1543 Eh
**HOMO energy (spin up / spin down)**: -9.61 / -9.60 eV
**2S+1**: 5

Results of the Mulliken charge analysis, in e, for atoms 1 through 2: atom 1 (Rh): 0.01, atom 2 (F): -0.33